# 1
14
Properties=species:S:1:pos:R:3:forces:R:3:nbo_charge:R:1 method="wB97M-V/def2-TZVPD" homo_ev=-13.836 spin_multiplicity=1 homo_lumo_gap_ha=0.344 charge=+1 e_lumo_ev=-4.48 de_lowest_kcal_mol=87.7
C 0.834 -0.625 -0.730 -2.9 1.7 0.8 -0.07
C -0.164 0.074 -0.062 -0.2 0.0 1.0 0.22
C 0.154 0.990 1.103 1.0 1.5 -0.6 -0.67
C -2.571 -0.609 -0.147 2.7 0.1 0.0 0.03
N -1.622 0.222 -0.230 2.3 0.0 -1.0 -0.38
O 2.266 -0.044 -0.782 -0.5 -0.6 0.8 -0.63
H 0.583 -1.252 -1.554 0.8 -0.3 -0.7 0.23
H 2.706 -0.406 -1.574 0.0 0.1 0.0 0.56
H 0.976 0.676 1.736 0.4 -0.4 -0.2 0.22
H -0.705 1.026 1.795 0.3 0.5 -0.7 0.27
H 0.498 2.018 0.669 -1.1 -1.5 1.0 0.26
H -2.266 -1.605 0.031 -0.6 -1.4 0.3 0.17
H -3.566 -0.291 -0.256 -1.1 0.4 -0.2 0.22
H 2.877 -0.174 0.001 -1.0 -0.1 -0.7 0.57

# 2
68
Properties=species:S:1:pos:R:3:forces:R:3:lowdin_charge:R:1 method="wB97M-V/def2-TZVPD" homo_ev=-12.431 spin_multiplicity=1 homo_lumo_gap_ha=0.169 charge=+1 e_lumo_ev=-7.83 de_lowest_kcal_mol=165.6
Hf 1.558 -3.202 -0.737 -6.8 7.5 0.0 2.28
C -3.218 -2.501 -2.660 -0.3 -2.2 0.9 -0.49
F -3.280 -1.246 -2.990 -0.1 -0.4 0.8 0.19
F -3.486 -2.836 -1.323 0.7 1.4 -2.2 0.07
F -4.156 -3.193 -3.367 2.0 0.8 0.7 0.14
S -1.274 -3.103 -3.077 -1.4 -2.0 -5.8 0.60
O -0.442 -3.121 -1.834 3.6 -0.4 3.1 -0.50
O -1.281 -4.463 -3.635 -0.7 1.4 1.9 -0.30
O -0.812 -2.174 -4.094 -0.4 0.5 1.9 -0.29
C -0.278 1.137 0.999 0.7 -0.1 2.0 -0.59
F 0.627 1.038 2.033 -1.0 -0.3 -1.9 0.12
F -1.373 1.656 1.528 -0.2 -0.1 -0.3 0.16
F 0.181 1.966 0.076 0.3 -0.3 -0.1 0.14
S -0.813 -0.516 0.233 -4.1 -1.9 -0.8 0.58
O -1.810 -1.111 1.119 1.7 1.2 -0.4 -0.26
O -1.339 -0.254 -1.100 1.2 0.9 1.0 -0.27
O 0.353 -1.429 0.097 3.5 -2.1 -0.1 -0.45
N 3.266 -2.013 -0.136 3.4 -0.7 -2.4 -0.42
S 3.918 -1.069 0.957 -6.0 5.3 11.3 0.52
O 3.949 0.403 0.828 1.1 -3.6 -1.3 -0.20
O 4.726 -1.725 1.978 -0.4 0.7 -2.9 -0.17
F 2.417 -1.124 1.678 1.2 -0.1 0.3 -0.25
S 4.874 -1.794 -0.897 3.2 -3.4 -7.3 0.59
O 5.868 -2.729 -0.440 -1.6 1.6 0.4 -0.18
O 5.217 -0.543 -1.524 -1.0 -1.0 2.1 -0.16
F 4.321 -2.565 -2.205 -0.7 -0.6 -0.1 -0.22
C -3.614 2.478 -0.703 1.8 -0.8 -0.4 0.00
N -4.471 2.748 -1.833 -0.9 1.2 0.0 -0.47
O -4.702 3.928 -2.000 -0.4 0.1 -0.9 0.08
O -4.971 1.810 -2.420 0.2 0.2 -0.2 0.07
H -2.927 3.304 -0.519 -1.1 0.5 0.6 0.07
H -2.869 1.813 -1.139 -0.4 -1.2 0.7 0.07
H -4.312 2.110 0.049 0.8 -0.1 0.3 0.12
C -0.127 4.904 -0.759 1.5 -1.0 1.4 0.03
N -0.384 4.341 -2.082 -1.4 1.4 -2.9 -0.41
O 0.363 4.699 -3.007 -0.4 -0.8 1.8 0.06
O -1.421 3.722 -2.295 0.9 -0.3 0.7 0.05
H 0.806 4.402 -0.501 0.7 0.8 -0.1 0.08
H -0.717 4.506 0.067 -1.0 0.3 -0.7 0.09
H -0.033 5.990 -0.774 0.0 -0.3 -0.2 0.12
C 3.392 3.742 1.481 1.1 0.5 -1.0 0.02
N 2.623 4.540 2.400 -2.3 0.5 -0.1 -0.44
O 2.444 3.963 3.457 -0.4 1.2 0.4 0.07
O 2.083 5.587 1.999 0.9 -1.5 1.0 0.05
H 4.104 3.264 2.154 0.2 -0.3 -0.9 0.11
H 3.787 4.430 0.734 0.5 -0.2 0.1 0.11
H 2.714 3.073 0.950 0.1 -0.2 0.4 0.08
C -1.267 -1.698 4.873 -1.1 0.4 0.4 0.04
N -0.062 -2.286 4.291 0.8 0.1 -1.2 -0.41
O 0.598 -3.100 4.938 -0.9 1.1 -1.1 0.08
O 0.175 -1.879 3.145 0.5 -1.1 1.3 0.01
H -0.970 -1.125 5.752 -0.2 -0.5 0.2 0.11
H -1.983 -2.501 5.040 0.3 -0.1 0.7 0.10
H -1.778 -1.027 4.182 0.6 0.0 -0.3 0.10
C -2.253 -4.595 2.115 0.2 -0.1 1.7 0.09
N -1.364 -4.367 0.951 -1.8 0.1 -0.9 -0.35
O -0.252 -3.822 1.064 2.0 -0.4 -0.1 -0.07
O -1.867 -4.648 -0.091 0.6 -0.4 -0.3 0.14
H -1.709 -4.942 2.993 0.5 -0.2 -0.3 0.11
H -3.013 -5.322 1.828 0.2 0.3 -0.2 0.12
H -2.686 -3.660 2.472 0.0 0.3 -0.7 0.11
C 1.001 0.661 -3.389 1.0 -0.3 -1.3 0.11
N 1.614 -0.103 -2.280 0.3 1.5 2.7 -0.32
O 2.149 0.478 -1.349 -0.8 -0.9 -1.7 0.11
O 1.476 -1.333 -2.300 0.3 -2.1 -0.3 -0.10
H 1.685 1.487 -3.584 -0.3 0.2 0.3 0.12
H -0.027 0.963 -3.184 0.1 -0.2 0.4 0.12
H 1.052 -0.025 -4.234 -0.4 0.1 0.0 0.11

# 3
23
Properties=species:S:1:pos:R:3:forces:R:3:nbo_charge:R:1 method="wB97M-V/def2-TZVPD" homo_ev="-8.038 / -8.039" spin_multiplicity=1 homo_lumo_gap_ha="0.274 / 0.274" e_lumo_ev="-0.58 / -0.58" de_lowest_kcal_mol=140.2
C 1.073 0.646 0.467 0.0 0.0 0.0 0.64
C 0.621 0.935 1.858 -0.1 0.0 0.0 -0.74
C 1.216 1.821 -0.423 0.0 0.0 -0.1 -0.74
C 1.907 -0.565 0.294 -0.1 0.0 -0.1 -0.75
O -1.144 -0.163 0.263 -0.1 -0.3 0.3 -0.34
O -1.713 -1.002 1.310 0.2 0.4 -0.5 -0.49
H -2.587 -0.600 1.412 0.1 0.0 0.0 0.46
H 0.266 0.046 2.374 0.0 0.0 0.0 0.26
H -0.148 1.704 1.885 0.0 0.0 0.0 0.24
H 1.502 1.318 2.395 0.0 0.0 -0.1 0.24
H 1.811 2.577 0.111 -0.1 -0.1 0.0 0.23
H 0.236 2.258 -0.617 0.0 0.0 0.0 0.27
H 1.672 1.569 -1.374 0.0 0.0 0.0 0.25
H 2.264 -0.677 -0.723 0.0 0.0 0.0 0.26
H 1.343 -1.457 0.579 0.0 0.1 0.0 0.26
H 2.747 -0.499 1.001 -0.1 0.1 0.0 0.24
C -2.197 -1.181 -1.732 0.1 0.0 0.1 -0.65
C -0.850 -0.947 -1.054 -0.2 0.0 0.0 0.40
O -0.022 -0.156 -1.649 0.1 0.0 0.2 -0.77
H -0.451 -1.909 -0.659 0.0 0.0 0.0 0.09
H -2.625 -0.220 -2.018 0.0 0.0 0.0 0.21
H -2.880 -1.717 -1.069 0.0 0.0 0.0 0.20
H -2.040 -1.780 -2.631 0.0 0.0 0.0 0.22

# 4
52
Properties=species:S:1:pos:R:3:forces:R:3:nbo_charge:R:1 method="wB97M-V/def2-TZVPD" homo_ev=-9.175 spin_multiplicity=1 homo_lumo_gap_ha=0.320 e_lumo_ev=-0.47
Al 0.353 -1.132 0.122 0.1 0.0 -0.3 1.92
F -0.147 -4.655 4.142 0.0 0.0 0.1 -0.28
C -0.363 -4.691 2.842 0.0 0.2 0.0 0.78
F 0.006 -5.856 2.351 0.0 -0.2 0.0 -0.28
F -1.638 -4.473 2.586 -0.1 0.0 0.0 -0.28
S 0.654 -3.383 1.973 0.2 0.1 -0.2 2.19
O -0.355 -2.479 1.360 0.3 -0.3 0.0 -0.97
O 1.534 -4.047 1.064 -0.2 0.0 0.1 -0.87
N 1.392 -2.652 3.161 0.0 0.1 -0.2 -1.18
S 1.960 -1.223 2.871 0.2 -0.3 -0.3 2.26
O 1.666 -0.789 1.468 0.0 0.1 0.3 -1.03
O 3.297 -0.999 3.282 0.0 -0.1 0.0 -0.85
C 0.916 -0.170 3.962 0.1 -0.1 -0.1 0.74
F 1.450 1.041 4.033 0.0 0.2 0.0 -0.30
F -0.311 -0.097 3.474 -0.1 0.0 0.0 -0.29
F 0.893 -0.719 5.164 0.0 0.1 0.1 -0.29
F -0.155 -5.417 -3.203 0.0 0.0 0.0 -0.32
C 0.027 -4.099 -3.011 0.0 -0.1 -0.1 0.43
C 0.105 -3.618 -1.719 -0.1 0.0 0.2 -0.28
C 0.299 -2.262 -1.502 0.1 0.4 -0.2 -0.50
C 0.405 -1.412 -2.623 0.2 0.2 0.1 -0.13
C 0.315 -1.944 -3.900 -0.1 0.0 0.0 0.43
F 0.440 -1.145 -4.980 0.0 0.0 0.0 -0.32
C 0.126 -3.290 -4.125 0.0 0.0 0.0 -0.35
C 0.736 0.013 -2.360 0.1 -0.2 0.2 0.23
C 0.461 1.083 -3.201 0.1 0.0 -0.1 -0.22
C 0.839 2.357 -2.817 0.0 0.0 0.0 -0.11
C 1.515 2.543 -1.618 0.0 0.1 -0.1 -0.26
C 1.716 1.447 -0.812 0.1 -0.3 0.1 0.08
N 1.319 0.212 -1.154 -0.4 0.2 0.0 -0.58
H 0.019 -4.324 -0.906 0.0 0.0 0.0 0.23
H 0.068 -3.690 -5.127 0.0 0.0 0.0 0.25
H -0.070 0.918 -4.125 0.0 0.0 0.0 0.25
H 0.594 3.203 -3.447 0.0 0.0 0.0 0.24
H 1.848 3.520 -1.297 0.0 0.0 0.0 0.23
H 2.208 1.534 0.150 -0.1 0.0 0.0 0.21
O -4.440 2.687 -0.735 0.0 0.1 0.0 -0.91
S -3.063 2.594 -1.106 -0.1 0.0 0.0 2.30
O -2.648 3.013 -2.414 0.0 0.0 0.0 -0.93
N -2.502 1.068 -0.826 0.1 0.0 0.0 -0.73
C -1.576 1.078 0.072 0.0 -0.1 -0.7 0.62
O -0.940 0.005 0.405 0.1 0.0 0.7 -0.87
C -1.234 2.407 0.660 0.0 -0.1 0.0 -0.07
C -0.263 2.740 1.584 0.0 0.0 0.1 -0.20
C -0.135 4.074 1.954 0.0 0.0 0.0 -0.19
C -0.960 5.048 1.397 0.0 0.0 0.0 -0.19
C -1.923 4.713 0.451 0.0 0.0 -0.1 -0.18
C -2.033 3.384 0.102 0.0 0.1 0.0 -0.31
H 0.384 1.980 1.995 0.0 0.0 0.1 0.22
H 0.615 4.359 2.681 0.0 0.0 0.0 0.22
H -0.850 6.080 1.703 0.0 0.0 0.0 0.22
H -2.557 5.467 0.001 0.0 0.0 0.0 0.24

# 5
71
Properties=species:S:1:pos:R:3:forces:R:3:mulliken_spin:R:1 method="wB97M-V/def2-TZVPD" homo_ev="-3.075 / -3.240" s2=0.7588 spin_multiplicity=2 homo_lumo_gap_ha="0.144 / 0.150" charge=-1 e_lumo_ev="0.83 / 0.83" de_lowest_kcal_mol=6.4
Co -0.079 -0.793 0.179 0.3 0.9 -0.3 0.98
C 2.204 1.441 3.018 0.0 0.0 -0.1 0.00
C 1.066 0.731 2.330 0.0 0.0 -0.1 0.00
N 1.269 0.068 1.237 0.2 0.0 0.3 -0.02
N 2.599 0.038 0.799 -0.2 -0.1 -0.1 0.01
C 2.793 -0.763 -0.192 0.0 -0.1 0.2 0.00
S 1.617 -1.745 -0.978 0.0 0.0 0.1 -0.02
S 4.448 -0.969 -0.779 -0.1 0.0 -0.1 0.00
C 5.265 0.498 -0.084 0.0 -0.1 -0.1 0.00
C 5.109 1.718 -0.947 0.0 0.1 0.1 0.00
C 4.068 2.616 -0.734 0.0 0.0 0.0 0.00
C 3.942 3.753 -1.523 0.0 0.0 0.0 0.00
C 4.854 4.004 -2.537 0.0 0.0 0.0 0.00
C 5.885 3.102 -2.771 0.0 0.0 0.0 0.00
C 6.008 1.969 -1.981 0.0 0.0 0.0 0.00
C -0.261 0.799 2.948 0.1 0.0 0.1 0.00
C -0.357 1.139 4.311 0.0 -0.1 -0.1 0.00
C -1.564 1.269 4.956 -0.1 0.0 0.1 0.00
C -2.742 1.090 4.218 0.0 0.0 0.0 0.00
C -2.691 0.758 2.890 0.0 0.0 0.1 0.00
C -1.459 0.560 2.214 0.1 0.0 -0.5 0.00
O -1.486 0.210 0.974 -0.4 -0.5 0.7 -0.01
H 2.968 1.713 2.299 0.0 0.0 0.0 0.00
H 2.672 0.787 3.758 0.0 0.0 0.0 0.00
H 1.839 2.332 3.523 0.0 0.0 0.0 0.00
H 6.315 0.216 0.002 0.0 0.0 0.0 0.00
H 4.846 0.644 0.909 0.1 0.0 0.0 0.00
H 3.337 2.408 0.036 0.0 0.0 0.0 0.00
H 3.118 4.433 -1.345 0.0 -0.1 0.0 0.00
H 4.762 4.894 -3.146 0.0 0.0 0.0 0.00
H 6.591 3.279 -3.572 0.0 0.0 0.0 0.00
H 6.811 1.265 -2.167 0.0 0.0 0.0 0.00
H 0.552 1.286 4.879 0.0 0.0 0.0 0.00
H -1.600 1.504 6.011 0.0 0.0 0.0 0.00
H -3.703 1.212 4.703 0.0 0.0 0.0 0.00
H -3.593 0.603 2.312 0.0 0.0 0.0 0.00
S -4.577 -6.801 -0.078 0.8 1.1 0.1 0.00
N -3.561 -6.309 1.127 -0.3 0.1 -0.7 0.00
C -2.997 -5.181 0.710 -0.4 -0.5 -0.2 0.00
C -2.042 -4.392 1.447 0.7 0.9 0.0 0.01
C -1.647 -4.684 2.756 0.0 -0.1 0.1 0.00
C -0.755 -3.859 3.400 0.0 0.3 -0.3 0.00
C -0.241 -2.745 2.705 0.1 -0.4 0.5 0.00
N -0.575 -2.453 1.475 -0.9 -0.6 -0.8 0.03
C -1.493 -3.234 0.833 0.5 -0.9 2.3 -0.02
C -1.926 -2.819 -0.448 -1.0 0.6 -2.3 0.01
N -1.399 -1.662 -0.952 -0.4 -1.1 0.5 -0.01
C -1.813 -1.212 -2.115 -0.3 0.0 -0.6 -0.01
C -2.789 -1.874 -2.882 0.2 -0.1 0.4 0.00
C -3.327 -3.047 -2.405 0.0 0.1 -0.2 0.00
C -2.907 -3.553 -1.172 0.9 1.0 0.2 0.00
C -3.426 -4.763 -0.592 -0.3 -0.6 0.1 0.00
N -4.311 -5.579 -1.155 0.2 -0.3 0.8 0.00
H -2.064 -5.557 3.244 0.0 0.0 0.0 0.00
H -0.446 -4.049 4.418 0.0 0.0 0.0 0.00
H 0.472 -2.076 3.177 0.0 0.0 0.0 0.00
H -1.358 -0.292 -2.459 0.1 0.1 0.1 0.00
H -3.098 -1.451 -3.828 0.0 0.0 0.0 0.00
H -4.079 -3.593 -2.959 0.0 0.0 0.0 0.00
Se 0.048 2.016 -1.042 0.5 -0.1 0.0 0.03
C -1.201 2.457 -2.389 0.4 -0.1 0.4 0.01
C -0.775 2.818 -3.669 -0.2 0.1 -0.2 0.01
C -1.699 3.144 -4.648 0.0 -0.1 0.0 0.00
C -3.060 3.100 -4.370 -0.2 0.0 -0.2 0.01
C -3.491 2.731 -3.102 0.0 0.0 0.0 0.00
C -2.570 2.417 -2.115 -0.2 0.0 -0.2 0.01
H 0.286 2.839 -3.885 0.0 0.0 0.1 0.00
H -1.357 3.419 -5.638 0.0 0.1 -0.1 0.00
H -3.780 3.354 -5.137 0.0 0.0 0.0 0.00
H -4.549 2.689 -2.879 -0.1 0.0 0.0 0.00
H -2.899 2.134 -1.123 0.0 0.0 0.0 0.00